[1]
A structure of composition C11H24AlB2Br2Cl5F4LiN2NaO13S2, computed with ωB97M-V with the def2-TZVPD basis set.

Each line ends with the natural charge from an NBO analysis.
Geometry (Å):
Br: 8.305530 -1.595928 2.831721  0.14
Br: 5.734967 -1.153554 0.698581  0.26
Cl: 5.729462 -3.124723 -4.479721  0.06
Cl: 8.269927 -2.116787 -5.442124  0.06
Cl: 5.626968 -3.094071 -1.183164  -0.39
Cl: 5.857062 -0.555941 -5.815198  0.05
Cl: 6.988460 -0.863962 -3.166066  0.06
S: 4.280945 2.931496 2.465186  2.18
S: 6.262089 2.074706 0.648234  2.11
Al: -0.609939 -0.004184 -0.692753  1.00
Na: 8.075317 4.097768 2.704931  0.98
F: -10.866556 -5.310896 -3.111387  -0.60
F: -10.996101 -4.803091 -5.380764  -0.58
F: -12.394512 -3.724212 -3.867207  -0.58
F: -12.721532 -5.974551 -4.352320  -0.58
O: 2.706531 0.598442 0.650112  -0.92
O: -4.384799 -0.273920 -1.442093  -0.57
O: 3.186773 3.365803 1.547466  -0.92
O: 4.173741 3.783640 3.709100  -0.94
O: 0.125886 -1.896465 6.442101  -0.45
O: -8.718330 -3.774392 -1.987132  -0.76
O: 7.393050 2.686145 -0.151576  -0.93
O: 6.873796 7.440161 3.236993  -0.37
O: 1.880615 -0.437405 2.691983  -1.04
O: 5.143900 1.830797 -0.328987  -0.90
O: -0.798634 0.000327 6.824468  -0.43
O: -1.005096 -0.920002 4.889263  -0.59
O: -6.941472 0.183807 -2.781332  -0.55
N: 5.858204 3.162121 1.881867  -1.18
N: -0.558366 -0.938421 6.059580  0.71
C: -7.788441 -4.717450 -1.487776  -0.24
C: 7.889171 0.238894 2.212597  -0.05
C: -7.262680 -1.169002 -2.453122  -0.27
C: -3.938581 -0.847640 -2.660904  -0.26
C: 6.804796 0.408740 1.321805  -0.42
C: 6.711453 -1.665467 -4.724308  -0.22
C: -4.978000 1.014735 -1.629169  -0.10
C: 3.919462 1.206121 2.989894  -1.09
C: 8.769928 1.472043 2.672675  -0.70
C: 5.642922 7.872813 3.054620  -0.30
C: -6.496856 0.926560 -1.659951  -0.09
B: 2.828253 0.457788 2.058563  1.24
B: -11.748830 -4.952488 -4.181923  1.36
Li: -0.097925 -0.367950 2.020065  0.92
H: -8.242855 -1.211191 -1.976316  0.21
H: 8.899931 2.209166 1.798925  0.23
H: 5.515185 8.727495 2.350048  0.26
H: 5.110442 8.257147 3.948421  0.25
H: -7.297081 -1.744799 -3.376903  0.21
H: -3.787358 -1.916054 -2.498346  0.20
H: 3.454730 1.265431 4.027174  0.31
H: -6.517158 -1.619314 -1.792075  0.16
H: -4.677721 1.633749 -0.778233  0.17
H: -6.886118 -4.188643 -1.173395  0.14
H: 4.911578 7.149060 2.646081  0.16
H: -4.596385 1.490288 -2.539865  0.17
H: -6.906085 1.936584 -1.757946  0.19
H: -8.215408 -5.242771 -0.628903  0.16
H: -7.530878 -5.436016 -2.271098  0.17
H: 4.824097 0.538413 3.098881  0.29
H: -9.507307 -4.268268 -2.258827  0.52
H: -4.658275 -0.721930 -3.472899  0.23
H: 8.366119 2.000356 3.601732  0.21
H: -6.885952 0.498522 -0.730054  0.19
H: -2.976948 -0.391402 -2.952395  0.11
H: 2.739240 -0.260814 0.192140  0.50
H: 2.324090 -1.253531 2.999074  0.54
H: 9.807583 1.078142 2.911943  0.27

Force components x, y, z for each atom (eV/Å):
-0.1 2.1 -0.4
0.9 1.3 0.2
0.1 0.2 -0.2
-0.2 0.1 0.1
-0.2 0.0 0.5
0.1 -0.1 0.1
0.0 0.1 -0.4
-2.5 4.5 1.8
-0.9 2.3 -5.4
-0.4 0.2 -1.0
-0.8 0.4 -0.3
0.0 0.1 0.0
-0.2 -0.1 0.6
0.4 -0.6 0.0
0.6 0.5 0.2
-0.4 -0.5 1.6
0.6 0.1 -0.2
2.4 -1.9 0.8
1.4 -2.5 -2.3
-0.1 0.0 -0.3
0.3 0.1 0.3
-1.2 -1.4 3.4
0.0 0.2 0.1
0.5 0.0 -1.2
2.0 -0.4 3.5
-0.1 -0.1 -0.3
-0.1 0.1 -1.3
0.6 0.1 0.3
-0.5 -2.8 -0.6
0.5 0.1 0.9
-0.5 0.1 -0.3
-2.0 0.8 -1.7
-0.3 -0.2 -0.1
-0.1 -0.2 0.3
1.6 -0.7 2.0
0.1 0.0 0.1
-0.3 0.1 0.4
-0.6 -0.9 0.3
0.6 -0.7 -0.3
-1.5 -1.4 -0.8
-0.2 0.0 -0.6
0.3 0.1 -0.9
-0.5 0.1 -0.5
0.7 -0.3 2.2
0.1 -0.2 0.0
-0.4 -1.3 1.0
0.6 0.6 0.2
0.5 0.6 0.5
-0.1 0.1 0.0
0.0 0.0 0.0
0.7 0.4 -1.2
0.0 0.1 0.0
0.0 0.0 0.0
0.0 0.0 0.0
0.5 -0.3 0.0
-0.1 -0.1 0.0
0.1 0.0 0.1
0.2 -0.1 0.0
0.1 -0.1 0.1
-0.7 0.9 -0.2
-0.3 0.0 -0.3
0.1 0.1 0.1
0.3 -1.1 -1.0
0.1 0.0 0.0
0.1 0.1 -0.2
0.2 0.3 0.2
-0.5 0.5 0.4
-1.3 0.6 -0.2

- E_LUMO: -7.55 eV


[2]
A structure of composition C11H24BF2KNNaO9PS2, computed with ωB97M-V with the def2-TZVPD basis set.

Each line ends with the natural charge from an NBO analysis.
Geometry (Å):
K: -7.873999 4.032422 -0.059481  0.98
S: -3.219172 1.507765 -3.069711  1.26
S: -0.723265 1.966063 0.451835  2.01
P: 2.152098 1.651208 -0.461622  0.88
Na: 2.771480 -1.659713 -0.567778  0.97
F: -4.523350 5.281508 2.478359  -0.53
F: -2.713963 4.349205 1.443245  -0.52
O: -6.117198 2.893111 -0.763118  -0.69
O: -1.942238 1.247865 0.685314  -0.95
O: 1.817524 1.039755 3.836546  -0.95
O: 3.699930 -4.344687 0.348807  -0.73
O: -4.210451 5.618643 0.161608  -0.61
O: -1.775491 1.112126 -3.106062  -1.03
O: -0.883628 3.277707 -0.119936  -0.92
O: -4.857037 3.478791 0.979676  -0.60
O: -5.341276 5.501774 -1.760555  -0.55
N: 4.057193 -6.480988 1.025128  -0.40
C: -4.990686 5.031216 -0.708921  0.64
C: 4.083024 -7.448220 2.110329  -0.40
C: -3.950209 0.685884 -1.652825  -0.85
C: -5.391353 3.685429 -0.189735  0.64
C: 3.737516 -5.205057 1.225910  0.54
C: 4.391596 -6.922077 -0.321777  -0.42
C: -4.067657 0.537550 -4.322923  -0.83
C: 4.455848 0.695992 2.146614  -0.23
C: 3.964773 2.075873 -0.077866  -0.81
C: 0.323977 1.041371 -0.689416  -1.00
C: 4.319600 1.272377 1.109628  -0.04
B: -4.037485 4.696816 1.317220  1.25
H: 3.502970 -4.975110 2.275458  0.12
H: -5.028410 0.838866 -1.645072  0.24
H: 3.812692 -6.975411 3.051995  0.22
H: 1.736479 2.575003 0.541398  -0.01
H: 2.227987 2.138353 -1.791343  0.02
H: -0.027194 1.143833 -1.724387  0.33
H: 4.125010 3.136873 0.141443  0.27
H: -0.093520 2.097426 1.662428  0.00
H: 0.873444 1.216709 3.907685  0.47
H: 5.086076 -7.867204 2.197371  0.21
H: -3.721974 -0.380456 -1.691138  0.22
H: 4.573363 1.744185 -0.931846  0.24
H: -3.720660 0.864399 -5.301414  0.24
H: 4.238129 0.140886 3.031905  0.25
H: 3.546744 -6.737108 -0.985652  0.22
H: 2.188634 1.445601 4.627618  0.48
H: -3.839783 -0.520398 -4.189456  0.23
H: -3.520038 1.116674 -0.752035  0.27
H: 2.503820 0.265585 -0.170692  -0.22
H: 4.627781 -7.982410 -0.319702  0.22
H: 5.249276 -6.357143 -0.687303  0.22
H: -5.141352 0.706308 -4.243593  0.23
H: 3.374133 -8.249191 1.897544  0.21
H: 0.270273 -0.005959 -0.349695  0.20

Force components x, y, z for each atom (eV/Å):
-2.6 1.2 0.6
-0.1 0.1 0.1
-2.0 1.2 -2.1
-0.5 0.6 0.1
0.4 -0.9 0.3
-0.2 -0.2 -0.3
-0.3 -0.1 0.1
1.1 -0.6 -0.6
0.3 -0.8 0.7
-0.1 0.0 0.0
-0.2 0.5 -0.4
-0.6 -0.7 -0.2
0.0 -0.2 0.0
1.2 -0.3 0.2
-0.7 0.2 -0.8
-0.6 -0.4 0.0
0.0 0.1 0.1
0.9 2.1 -0.7
0.1 -0.1 -0.2
-0.1 -0.2 0.0
1.5 -2.0 0.7
0.0 -0.1 0.3
0.0 0.2 0.0
0.1 -0.1 -0.1
-0.7 -0.8 0.6
0.8 -1.2 0.5
1.0 -0.3 1.4
-0.1 1.2 -1.2
1.3 0.8 1.5
0.0 0.0 0.0
0.0 0.1 -0.1
0.0 0.0 0.0
0.1 0.0 -0.2
-0.1 0.0 0.2
-0.5 0.2 0.4
-0.2 -0.1 -0.3
0.4 -0.3 -0.4
0.0 -0.1 0.1
0.0 -0.1 0.1
0.1 0.0 -0.1
0.0 0.3 0.1
0.0 0.1 0.0
0.5 0.1 0.1
0.1 -0.1 -0.1
0.0 0.0 0.0
0.0 0.0 0.1
0.0 0.0 -0.1
0.1 0.4 -0.1
0.0 0.0 0.1
0.0 -0.1 -0.1
0.0 0.1 0.0
0.0 0.0 0.1
-0.1 0.2 -0.2

- E_LUMO: -3.58 eV
- Charge: +1


[3]
A structure of composition C11H24BeF6N2O11P, computed with ωB97M-V with the def2-TZVPD basis set.

Each line ends with the natural charge from an NBO analysis.
Geometry (Å):
P: 1.748141 1.408880 3.173652  2.61
F: 1.681637 2.347311 1.897101  -0.60
F: 1.940148 0.417933 4.439995  -0.59
F: 0.297064 1.818060 3.697098  -0.59
F: 3.270216 1.016012 2.844053  -0.61
F: 1.207380 0.220060 2.199938  -0.57
F: 2.302504 2.579127 4.177164  -0.62
O: -0.732285 -2.677533 1.049876  -0.86
O: -0.382474 -2.066753 -2.120603  -0.57
O: -4.744839 -1.208549 -1.543837  -0.72
O: -3.338238 -1.182440 0.194895  -0.66
O: 1.059439 -3.477799 1.954280  -0.93
O: -1.991005 -0.253897 2.559692  -0.85
O: -2.852300 -0.059174 -1.562091  -0.89
O: -0.737376 -3.477790 3.028227  -0.81
O: 0.276886 1.466027 -1.710590  -0.55
O: -3.178159 -1.041695 4.120544  -0.78
O: -1.975775 0.880567 4.437635  -0.77
N: -0.857380 2.108794 0.614909  -0.86
N: 1.774345 -1.175376 -0.082017  -0.90
C: -1.165577 -2.477463 -3.186145  -0.22
C: -2.361997 -0.184908 3.759915  0.93
C: 1.430030 1.214211 -2.474302  -0.26
C: 2.048391 -1.967228 -1.286103  -0.06
C: 0.084955 2.854099 -1.474095  -0.06
C: -1.169544 4.416477 0.065406  -0.62
C: -3.612845 -0.829592 -0.963519  0.89
C: 0.752512 -2.871351 -1.776008  -0.06
C: -0.125243 -3.162245 2.001103  0.91
C: -1.090702 3.017164 -0.541258  -0.08
C: 3.299452 -2.718037 -1.000886  -0.63
Be: -0.700804 -0.364910 -0.017927  1.48
H: -1.170274 5.154402 -0.736822  0.17
H: 0.989817 3.333995 -1.101253  0.16
H: -0.277723 3.381078 -2.356619  0.15
H: 3.330279 -3.468248 -0.210740  0.25
H: 1.838832 2.130044 -2.901172  0.15
H: -2.138212 4.529686 0.552188  0.22
H: -1.586304 2.227502 1.303882  0.40
H: -2.090683 -1.932035 -3.372670  0.21
H: 2.170811 0.878625 -1.748555  0.20
H: 2.248725 -1.247754 -2.080031  0.16
H: -1.338788 -3.553102 -3.152919  0.16
H: -0.648800 -2.211700 -4.108320  0.12
H: 0.004506 2.416216 1.042416  0.39
H: -0.337261 4.697102 0.710892  0.21
H: 1.068410 -3.373291 -2.690537  0.13
H: -4.506982 -0.624784 -2.267882  0.47
H: -1.960960 2.824811 -1.168760  0.21
H: 0.441194 -3.636227 -1.064574  0.25
H: 1.027533 0.539034 -3.229451  0.20
H: 4.187212 -2.134282 -0.757550  0.19
H: -1.285153 1.316964 3.933445  0.49
H: 2.663716 -0.766517 0.166899  0.35
H: 3.608923 -3.227796 -1.913288  0.17
H: 1.604624 -1.821705 0.675318  0.45

Force components x, y, z for each atom (eV/Å):
1.0 -3.0 2.4
0.1 1.8 -0.6
-1.0 -0.5 0.0
-0.4 0.4 -0.9
1.0 0.4 -1.2
0.0 0.6 1.0
0.4 1.2 -0.8
-2.9 4.2 -6.1
0.4 1.5 1.4
-1.1 0.1 -1.5
-0.7 -0.6 -0.9
6.3 -0.3 -1.9
1.9 1.7 -1.4
1.7 2.2 -3.4
-2.3 -0.6 2.1
-0.6 1.4 0.2
-0.6 0.7 3.2
-0.1 1.7 2.8
-0.8 -1.1 -1.7
-1.2 0.7 -1.1
0.5 -0.2 -1.0
-1.8 -3.1 -4.5
-0.5 0.2 0.5
-2.2 -0.1 0.7
-0.8 -0.3 0.2
-0.5 0.6 -1.3
2.6 -1.3 7.0
1.2 0.7 0.1
-0.3 -1.8 4.0
1.1 -0.1 1.9
1.5 -1.9 -1.0
-1.0 -1.6 2.2
0.0 0.4 -0.3
0.2 -0.1 0.2
0.6 0.0 -0.8
-1.0 0.0 0.1
-0.2 0.1 -0.4
0.2 0.0 0.4
-0.3 -0.7 0.3
-0.2 0.1 1.3
0.3 -0.7 -0.5
-0.1 -0.2 -0.4
-0.2 -0.1 -0.1
0.6 -0.5 -0.6
0.2 -0.3 0.2
-0.1 -0.4 0.2
0.3 -0.1 -0.3
-1.3 0.1 -1.7
-0.4 -0.6 0.7
0.2 0.3 0.6
1.1 -0.4 -0.2
-0.3 0.9 0.0
-0.1 -0.5 -0.2
0.0 0.7 0.2
0.2 -0.4 -0.3
-0.8 -0.9 1.0

- E_LUMO: 5.84 eV
- Charge: -3


Sequential max |F| output: 5.9, 3.1, 8.0 eV Å⁻¹